Molecular formula: C22H45ClN3O4PS
Method: DFT, ωB97M-V with the def2-TZVPD basis set

Last column: Löwdin charge in e.
Geometry (Å):
1 C -0.6877 0.0251 -5.6168  -0.12
2 C 0.4458 0.5045 -6.5065  -0.68
3 Cl 0.8258 -0.7248 -7.7578  0.64
4 C 1.7234 0.9279 -5.7882  -0.19
5 O 2.5578 -0.1706 -5.3982  -0.07
6 C 2.0814 -0.9601 -4.4042  -0.61
7 O 1.6389 -0.5465 -3.3755  0.13
8 N 2.2226 -2.3295 -4.6838  -0.12
9 P 3.1695 -2.9871 -5.9320  0.26
10 S 2.4569 -4.6165 -6.6682  0.13
11 H -0.9781 0.8156 -4.9261  0.07
12 H -0.4370 -0.8662 -5.0444  0.07
13 H -1.5560 -0.2234 -6.2272  0.09
14 H 0.1135 1.3888 -7.0547  0.10
15 H 1.4659 1.5310 -4.9124  0.13
16 H 2.3450 1.5298 -6.4474  0.13
17 H 1.3383 -2.8277 -4.6284  0.09
18 H 4.4127 -3.1096 -5.3004  -0.02
19 H 3.3684 -1.9461 -6.8408  -0.03
20 C -1.8524 2.3538 -1.2106  -0.02
21 C -2.7827 1.2866 -1.8184  -0.48
22 C -3.9317 0.9417 -0.8625  -0.13
23 C -3.4987 0.1211 0.3496  -0.17
24 C -2.7344 -1.1296 -0.0776  -0.13
25 C -1.5487 -0.8257 -0.9994  -0.48
26 N -2.0367 0.0214 -2.1406  -0.10
27 O -2.5826 -0.6605 -3.0728  -0.03
28 C -0.4229 -0.1405 -0.2200  -0.03
29 C -0.9698 -2.1142 -1.5702  -0.03
30 C -3.3486 1.8517 -3.1172  -0.04
31 H -1.8842 2.3766 -0.1227  0.07
32 H -0.8194 2.1997 -1.5202  0.08
33 H -2.1557 3.3398 -1.5625  0.08
34 H -4.6872 0.3794 -1.4201  0.13
35 H -4.4005 1.8768 -0.5443  0.13
36 H -2.8919 0.7265 1.0287  0.10
37 H -4.3833 -0.1721 0.9177  0.11
38 H -2.3576 -1.6650 0.7979  0.12
39 H -3.4172 -1.8080 -0.5986  0.13
40 H 0.3767 0.1782 -0.8905  0.09
41 H -0.0068 -0.8632 0.4818  0.07
42 H -0.7506 0.7144 0.3643  0.06
43 H -1.7245 -2.7168 -2.0698  0.08
44 H -0.5415 -2.7023 -0.7565  0.09
45 H -0.1745 -1.8884 -2.2808  0.06
46 H -2.5501 2.0616 -3.8302  0.08
47 H -3.8608 2.7878 -2.8897  0.09
48 H -4.0555 1.1709 -3.5827  0.08
49 C 1.6845 -1.8565 4.5882  -0.03
50 C 0.6980 -0.7258 4.2384  -0.48
51 C 1.2050 0.1078 3.0575  -0.14
52 C 2.3815 1.0179 3.4007  -0.17
53 C 2.0613 1.8950 4.6099  -0.13
54 C 1.5942 1.0940 5.8304  -0.49
55 N 0.4709 0.1939 5.4017  -0.11
56 O -0.6538 0.7981 5.3471  -0.02
57 C 2.7596 0.3100 6.4419  -0.03
58 C 1.0632 2.0304 6.9096  -0.04
59 C -0.6347 -1.3723 3.8721  -0.04
60 H 2.7050 -1.6441 4.2734  0.07
61 H 1.6905 -2.0591 5.6581  0.08
62 H 1.3769 -2.7731 4.0858  0.08
63 H 0.3767 0.7225 2.6913  0.12
64 H 1.4765 -0.5742 2.2477  0.12
65 H 3.2845 0.4288 3.5828  0.10
66 H 2.6045 1.6541 2.5421  0.11
67 H 2.9352 2.4842 4.8997  0.12
68 H 1.2736 2.6044 4.3384  0.12
69 H 2.4057 -0.3508 7.2341  0.09
70 H 3.4585 1.0218 6.8824  0.09
71 H 3.3162 -0.2831 5.7228  0.06
72 H 0.2861 2.6868 6.5282  0.08
73 H 1.8891 2.6422 7.2763  0.09
74 H 0.6532 1.4634 7.7460  0.09
75 H -1.0423 -1.9303 4.7162  0.10
76 H -0.4622 -2.0667 3.0474  0.08
77 H -1.3707 -0.6354 3.5608  0.07

## Properties
HOMO (spin up / spin down) ... -8.2 / -9.0 eV
Charge ... 0
Frontier orbital gap (spin up / spin down) ... 8.66 / 9.43 eV
2S+1 ... 3
Molecular weight ... 514.11 Da